Entry 1:
{
  "formula": "C24H21Br2O5S",
  "method": "ωB97M-V/def2-TZVPD",
  "symbols": ["C", "O", "C", "C", "C", "C", "C", "C", "C", "C", "Br", "C", "O", "C", "Br", "C", "C", "C", "H", "H", "H", "H", "H", "H", "H", "H", "H", "H", "C", "C", "O", "C", "C", "S", "C", "C", "C", "C", "C", "C", "O", "O", "H", "H", "H", "H", "H", "H", "H", "H", "H", "H", "H"],
  "xyz": [[4.34332, 4.84167, -2.81376], [3.12241, 4.11160, -3.06686], [2.58197, 3.38195, -2.06176], [3.11458, 3.36809, -0.75205], [2.58820, 2.49280, 0.17192], [1.46265, 1.65651, -0.09602], [0.90701, 0.81087, 0.91965], [1.69140, 0.23235, 1.93751], [1.07441, -0.31391, 3.12150], [1.76904, -0.99419, 4.07015], [0.91858, -1.78961, 5.54460], [3.25910, -1.14089, 4.00827], [3.90272, -1.70104, 4.89280], [3.88812, -0.53225, 2.80132], [5.76391, -0.63291, 2.68863], [3.13404, 0.08232, 1.84122], [0.90802, 1.75586, -1.41348], [1.45632, 2.57401, -2.37014], [4.56731, 5.29359, -3.78109], [4.19746, 5.62340, -2.05094], [5.16550, 4.17528, -2.50516], [3.94758, 4.01927, -0.49193], [3.03767, 2.47465, 1.16066], [-0.20134, 0.69324, 0.95111], [0.00104, -0.17790, 3.25027], [3.66416, 0.45481, 0.96102], [0.04300, 1.13927, -1.64400], [1.05445, 2.61829, -3.37718], [-5.17294, 1.92162, -0.98668], [-3.72901, 1.55535, -1.21428], [-3.26387, 0.65996, -0.16388], [-2.16572, -0.07294, -0.49503], [-1.46516, -0.59209, 0.69472], [-0.65525, -2.09133, 0.52933], [-1.77556, -3.39127, -0.00483], [-1.77272, -3.69740, -1.37138], [-2.34332, -4.88431, -1.82344], [-2.98844, -5.73639, -0.91621], [-3.07013, -5.38871, 0.43843], [-2.46457, -4.21532, 0.89584], [-0.25317, -2.55570, 1.87898], [-1.80402, -0.25913, -1.65571], [-5.42665, 2.73115, -1.67324], [-5.83618, 1.08065, -1.21145], [-5.36374, 2.26295, 0.03504], [-3.60619, 1.06053, -2.18001], [-3.09730, 2.45273, -1.17539], [-2.05061, -0.52898, 1.61192], [-1.28027, -3.01162, -2.05788], [-2.26652, -5.14857, -2.87971], [-3.42485, -6.67592, -1.26747], [-3.58651, -6.04263, 1.14650], [-2.49993, -3.94974, 1.94955]],
  "forces_ev_per_angstrom": [[-0.65, -0.33, -0.12], [0.52, 0.50, -0.02], [-0.12, -0.64, 0.88], [-0.18, 0.09, -1.28], [-0.89, -0.55, 0.38], [1.20, 1.13, -1.64], [1.33, 0.12, 2.37], [-0.54, 0.41, -1.17], [-0.28, -0.66, 0.67], [0.65, 0.70, -0.97], [-0.04, 0.08, 0.03], [-0.03, -0.25, 0.64], [-0.40, 0.44, -0.81], [-1.58, 0.38, -0.20], [0.03, -0.04, -0.10], [1.02, -0.39, 0.27], [-0.01, -0.34, 1.31], [0.93, 0.78, -0.01], [0.12, 0.03, 0.23], [0.00, -0.23, -0.25], [-0.34, 0.13, -0.10], [-0.20, -0.26, 0.01], [-0.24, 0.09, -0.08], [0.94, -0.05, 0.13], [0.25, -0.18, -0.17], [-0.32, -0.21, 0.26], [0.05, 0.01, -0.09], [0.03, -0.04, 0.10], [-0.21, -0.10, 0.06], [0.38, -0.40, 0.43], [-0.55, 0.92, -0.77], [1.68, -1.59, 1.58], [-3.08, 0.07, -1.06], [0.95, 0.02, -1.28], [-0.86, -0.52, -0.36], [0.11, -0.11, 0.35], [-0.28, -0.08, 0.27], [0.08, 0.11, -0.05], [0.08, 0.19, -0.22], [0.13, 0.02, -0.35], [0.11, 0.02, 1.08], [-0.31, 0.39, -0.17], [-0.07, 0.04, 0.02], [0.09, 0.06, 0.14], [0.08, -0.06, -0.11], [0.12, 0.13, 0.11], [-0.04, -0.14, -0.12], [-0.04, -0.05, 0.04], [0.02, -0.16, 0.11], [-0.12, 0.04, 0.28], [0.14, 0.31, 0.13], [0.15, 0.19, -0.25], [0.19, -0.04, -0.14]],
  "charge": -1,
  "e_tot_ha": -6849.526835,
  "lumo_ev": 1.68,
  "multiplicity": 1,
  "homo_ev": -4.238
}


Entry 2:
{
  "formula": "C50H60BrF4N4P3PbSb",
  "method": "ωB97M-V/def2-TZVPD",
  "symbols": ["Pb", "C", "C", "C", "C", "C", "C", "N", "C", "C", "C", "C", "C", "C", "N", "N", "C", "C", "C", "C", "C", "N", "H", "H", "H", "H", "H", "H", "H", "H", "H", "H", "H", "H", "H", "C", "P", "C", "C", "C", "P", "C", "C", "H", "H", "H", "H", "H", "H", "H", "H", "H", "H", "H", "H", "H", "H", "H", "H", "F", "C", "C", "F", "C", "F", "C", "P", "C", "C", "C", "C", "C", "C", "C", "C", "C", "C", "C", "C", "C", "Br", "C", "F", "H", "H", "H", "H", "H", "H", "H", "H", "H", "H", "C", "C", "C", "Sb", "C", "C", "C", "C", "C", "C", "H", "H", "H", "H", "H", "H", "H", "H", "H", "H", "H", "H", "H", "H", "H", "H", "H", "H", "H", "H", "H"],
  "xyz": [[-0.23566, -0.53952, 0.35817], [-4.83204, 3.73236, -0.73812], [-3.52753, 3.91499, -1.17411], [-2.48154, 3.24487, -0.55591], [-2.73643, 2.37692, 0.49751], [-4.04275, 2.20128, 0.94361], [-5.08397, 2.88049, 0.32859], [-1.66550, 1.67595, 1.11740], [-1.21322, 2.11672, 2.23351], [-1.70332, 3.33435, 2.89388], [-1.02037, 3.92463, 3.87128], [0.32614, 3.47488, 4.30146], [0.70632, 2.01817, 3.94144], [-0.20134, 1.34325, 2.97285], [-0.14085, 0.07195, 2.72821], [0.60462, -0.70997, 3.51362], [0.60000, -2.00086, 3.10636], [0.97433, -2.99979, 4.04295], [0.97981, -4.31146, 3.67177], [0.63875, -4.66820, 2.35142], [0.30378, -3.66025, 1.49223], [0.27576, -2.35975, 1.84517], [-5.64546, 4.25901, -1.21838], [-3.32026, 4.59106, -1.99435], [-1.45949, 3.40625, -0.86810], [-4.22921, 1.55251, 1.79154], [-6.09627, 2.74678, 0.68846], [-2.63921, 3.75064, 2.54881], [-1.42503, 4.82343, 4.32387], [0.48051, 3.69224, 5.35709], [0.89104, 1.36240, 4.78943], [1.22649, -2.68112, 5.04429], [1.24435, -5.07692, 4.38985], [0.64488, -5.69628, 2.01945], [0.05605, -3.86533, 0.45645], [0.82659, -4.14981, -2.41386], [1.51573, -2.57892, -1.74830], [2.01259, -1.77054, -3.32468], [3.12958, -3.21136, -1.13613], [4.01618, -2.13027, -0.52750], [3.27231, -1.28727, 0.93928], [3.43812, -2.62090, 2.18916], [4.71892, -0.26390, 1.42271], [1.53784, -4.64486, -3.07889], [-0.08207, -3.93890, -2.97743], [0.57716, -4.83695, -1.60376], [2.96791, -2.15974, -3.68283], [2.09032, -0.69204, -3.20225], [1.25438, -1.96711, -4.08404], [3.63902, -3.69479, -1.97594], [2.91785, -3.99751, -0.40498], [4.24328, -1.35609, -1.26853], [4.97341, -2.56680, -0.22596], [4.47026, -2.97430, 2.24782], [2.78575, -3.46288, 1.95062], [3.13919, -2.23860, 3.16557], [5.64062, -0.84833, 1.38105], [4.58100, 0.08904, 2.44662], [4.82025, 0.60560, 0.77363], [-0.03902, 5.58997, -5.04562], [0.44538, 4.79433, -4.10587], [1.40625, 5.25825, -3.22835], [1.84536, 6.50442, -3.32386], [1.89482, 4.41115, -2.24779], [2.80760, 4.92149, -1.42138], [1.45960, 3.10075, -2.09628], [2.18286, 1.95867, -0.83716], [1.87585, 2.78132, 0.77215], [1.29356, 4.12687, 0.95333], [1.17274, 4.68651, 2.15658], [1.54685, 3.99560, 3.43207], [2.02124, 2.53339, 3.24920], [2.22306, 2.06302, 1.84470], [3.97028, 2.23758, -1.11847], [4.53934, 1.55045, -2.18921], [5.89790, 1.64897, -2.45093], [6.70375, 2.42582, -1.63057], [6.14432, 3.10973, -0.55955], [4.78406, 3.01930, -0.30550], [0.49971, 2.65374, -3.01456], [-0.17468, 0.88656, -3.02814], [-0.00472, 3.48862, -3.99623], [-0.92414, 3.06887, -4.86192], [0.97933, 4.68423, 0.08038], [0.76920, 5.68958, 2.23768], [2.21915, 4.62692, 4.01397], [2.89443, 2.28792, 3.85429], [2.63382, 1.06620, 1.71921], [3.91486, 0.93150, -2.82492], [6.32711, 1.11433, -3.28824], [7.76530, 2.49943, -1.82579], [6.76911, 3.72143, 0.07793], [4.35584, 3.55867, 0.53049], [-2.92892, -5.15323, 0.40256], [-3.64355, -3.84468, 0.71483], [-3.59799, -3.50307, 2.20107], [-2.90576, -2.16945, -0.42575], [-2.87034, -3.04530, -2.39779], [-2.23351, -2.10490, -3.41728], [-4.22485, -3.57329, -2.85574], [-4.65370, -0.89636, -0.43184], [-4.64266, 0.00305, -1.66533], [-5.97731, -1.63394, -0.27161], [-3.42245, -5.97542, 0.92738], [-1.89269, -5.13505, 0.74046], [-2.94110, -5.39585, -0.66127], [-4.68408, -3.93226, 0.39379], [-2.56683, -3.40625, 2.55091], [-4.07325, -4.29219, 2.78910], [-4.11630, -2.56809, 2.42747], [-2.19752, -3.89575, -2.25009], [-2.84691, -1.21969, -3.59177], [-2.11203, -2.61100, -4.37924], [-1.24392, -1.76681, -3.09437], [-4.92253, -2.76095, -3.06123], [-4.68479, -4.23585, -2.12073], [-4.10853, -4.14178, -3.78256], [-4.49564, -0.26855, 0.44636], [-4.87183, -0.56221, -2.57022], [-3.68445, 0.51010, -1.81042], [-5.40090, 0.78282, -1.56635], [-6.15997, -2.33678, -1.08555], [-6.79707, -0.90991, -0.27897], [-6.03831, -2.18138, 0.66948]],
  "forces_ev_per_angstrom": [[0.47, 0.19, -0.16], [0.01, 0.02, 0.00], [0.00, 0.01, -0.03], [-0.04, -0.07, -0.06], [0.05, 0.00, -0.03], [0.00, 0.03, 0.02], [0.01, -0.01, 0.01], [-0.24, -0.16, -0.11], [0.05, 0.05, 0.19], [-0.03, 0.01, -0.03], [0.06, 0.09, 0.04], [0.08, 0.03, -0.10], [-0.05, -0.03, 0.04], [0.00, -0.08, 0.01], [-0.10, 0.06, 0.07], [0.11, -0.04, -0.08], [-0.15, 0.01, 0.07], [-0.18, -0.08, 0.03], [-0.12, -0.03, 0.07], [-0.01, -0.01, 0.03], [-0.06, 0.00, 0.01], [-0.24, -0.08, 0.05], [0.00, 0.00, 0.00], [0.00, -0.01, 0.01], [0.13, -0.02, -0.07], [-0.01, -0.01, 0.00], [0.00, 0.00, 0.00], [0.00, 0.00, 0.02], [0.01, 0.01, 0.00], [0.03, -0.02, 0.00], [-0.04, -0.02, 0.00], [0.00, 0.00, 0.01], [0.01, 0.00, 0.00], [0.00, -0.01, 0.00], [-0.06, -0.01, 0.01], [0.09, 0.00, -0.05], [-0.32, -0.12, -0.14], [0.17, -0.01, 0.04], [0.00, 0.00, 0.00], [0.07, 0.04, 0.01], [0.11, -0.14, 0.02], [0.21, 0.06, -0.09], [0.05, -0.03, 0.03], [0.00, -0.01, 0.01], [0.00, -0.01, 0.00], [0.00, 0.01, 0.01], [-0.02, -0.07, -0.03], [0.08, -0.06, 0.02], [-0.03, 0.06, 0.01], [0.00, -0.01, 0.02], [-0.01, 0.04, 0.04], [-0.03, 0.01, 0.00], [0.01, 0.03, -0.01], [0.01, 0.00, -0.03], [0.16, 0.12, -0.01], [0.19, 0.02, -0.12], [-0.01, 0.00, 0.02], [0.01, 0.01, 0.00], [0.03, -0.03, -0.01], [-0.01, 0.01, -0.02], [0.01, -0.01, 0.01], [-0.03, -0.03, -0.01], [0.02, 0.05, 0.00], [-0.04, 0.01, -0.01], [0.09, 0.01, -0.01], [-0.03, -0.03, -0.06], [-0.02, 0.03, 0.07], [-0.09, 0.11, -0.07], [0.01, 0.03, 0.07], [-0.02, -0.10, 0.00], [-0.09, 0.02, 0.00], [0.04, 0.01, 0.01], [0.00, -0.08, 0.03], [-0.01, 0.01, -0.07], [0.03, 0.00, 0.01], [0.01, 0.00, 0.01], [-0.01, 0.00, -0.01], [0.00, -0.01, 0.00], [0.00, 0.03, 0.02], [-0.01, 0.04, 0.04], [-0.19, 0.18, 0.08], [-0.01, 0.01, 0.00], [0.01, 0.00, 0.01], [-0.01, -0.03, 0.07], [-0.03, 0.00, 0.00], [0.01, 0.01, -0.02], [0.00, 0.02, 0.01], [-0.10, 0.10, 0.04], [-0.02, -0.02, -0.02], [0.00, 0.00, 0.00], [0.00, 0.00, 0.00], [0.00, 0.00, 0.00], [0.01, -0.01, -0.02], [-0.02, -0.01, -0.01], [-0.06, 0.01, -0.01], [0.01, -0.01, 0.00], [-0.04, -0.01, 0.11], [0.07, -0.02, 0.02], [-0.02, 0.00, -0.02], [0.01, 0.00, -0.04], [0.00, 0.00, -0.04], [0.01, 0.02, -0.01], [-0.01, 0.02, 0.00], [0.01, 0.00, 0.01], [0.04, 0.01, 0.00], [-0.01, 0.00, 0.00], [-0.01, -0.01, 0.02], [0.01, 0.01, 0.00], [0.01, -0.01, 0.00], [0.00, 0.00, 0.00], [-0.01, -0.01, 0.00], [0.01, 0.01, 0.00], [0.00, 0.00, -0.01], [-0.01, -0.04, 0.02], [-0.01, 0.01, 0.01], [0.01, 0.00, 0.01], [-0.01, 0.00, -0.01], [0.01, -0.02, 0.00], [0.02, 0.00, -0.01], [0.01, 0.00, 0.02], [-0.02, -0.02, 0.00], [0.00, -0.01, 0.00], [0.00, 0.00, 0.00], [0.01, 0.00, 0.00]],
  "charge": 1,
  "e_above_lowest_ev": 1.764,
  "e_tot_ha": -6590.672415,
  "lumo_ev": -2.67,
  "multiplicity": 1,
  "homo_ev": -9.554
}


Entry 3:
{
  "formula": "C5H9ClF2O2S",
  "method": "ωB97M-V/def2-TZVPD",
  "symbols": ["C", "C", "C", "C", "C", "O", "O", "F", "F", "S", "Cl", "H", "H", "H", "H", "H", "H", "H", "H", "H"],
  "xyz": [[1.09473, 1.10010, 0.44456], [-0.14904, -0.39884, 1.98781], [-1.41722, 1.31614, 0.47368], [-0.17506, 0.56021, 0.86406], [-0.69872, -1.16273, -1.07422], [0.98109, 0.26604, -2.48210], [1.93271, -1.39307, -0.98477], [-1.62282, -0.78358, -2.02661], [-1.04292, -2.39129, -0.72722], [0.87172, -1.04816, -1.89233], [1.16426, -2.34412, -3.50134], [1.89686, 0.70118, 1.16251], [1.40399, 0.65663, -0.55553], [1.19318, 2.18178, 0.48634], [-0.55953, -1.27239, 1.53321], [0.96023, -0.77929, 2.34281], [-0.60868, 0.10160, 2.74589], [-1.42953, 2.12885, 1.15198], [-2.33109, 0.80188, 0.56895], [-1.46418, 1.75907, -0.51768]],
  "forces_ev_per_angstrom": [[2.95, -1.00, 0.65], [4.10, -1.80, -1.80], [0.88, -0.43, -0.25], [-0.38, -0.22, -2.03], [-0.39, 1.43, -0.43], [-0.76, -0.46, 0.26], [-0.62, -0.42, 0.33], [0.12, 0.18, 0.65], [0.13, -0.79, 0.57], [2.22, 0.29, -1.13], [-0.47, -0.08, 0.18], [-1.01, 0.60, -1.12], [-0.29, 1.37, 1.14], [-0.44, 0.18, -0.57], [-1.18, -0.87, 0.73], [-2.71, 1.43, -1.07], [-1.83, 0.56, 2.58], [-0.16, 1.20, 0.98], [-0.95, -0.99, 0.49], [0.78, -0.17, -0.18]],
  "e_above_lowest_ev": 1.771,
  "e_tot_ha": -1404.337524,
  "lumo_ev": [-1.22, -1.22],
  "multiplicity": 1,
  "homo_ev": [-9.005, -9.005]
}